# 1
Density functional theory data (the ωB97M-V functional and the def2-TZVPD basis) for a 3-piece molecular cluster, C18H34F9O8PS2 overall.

Geometry as XYZ:
```
72
Properties=species:S:1:pos:R:3:mulliken_charge:R:1
C -2.79 3.46 -0.03 -0.96
O -3.41 2.28 -0.49 -0.15
C -4.78 2.16 -0.16 0.13
C -5.67 2.13 -1.43 -1.21
C -4.92 1.99 -2.76 -1.00
C -4.97 0.65 -3.46 0.80
F -6.22 0.39 -3.92 -0.33
F -4.16 0.72 -4.55 -0.33
C -4.51 -0.58 -2.64 0.91
F -3.42 -0.23 -1.92 -0.26
F -5.49 -0.88 -1.76 -0.36
C -4.18 -1.89 -3.43 0.30
F -4.57 -2.94 -2.70 -0.30
F -4.85 -1.91 -4.59 -0.31
C -2.67 -2.12 -3.74 0.66
F -2.55 -3.14 -4.58 -0.26
F -2.12 -1.05 -4.31 -0.23
F -2.00 -2.40 -2.63 -0.23
C -5.02 0.93 0.75 -1.12
O -3.89 0.62 1.53 -0.27
C -3.41 -0.71 1.43 -0.14
P -1.63 -0.88 1.85 0.26
C -0.89 0.28 0.64 -0.73
C -1.60 0.20 3.35 -1.23
H -2.77 3.51 1.06 0.31
H -3.30 4.36 -0.42 0.35
H -1.77 3.45 -0.41 0.26
H -5.08 3.05 0.42 0.76
H -6.43 1.34 -1.33 0.52
H -6.24 3.07 -1.48 0.42
H -3.87 2.25 -2.64 0.42
H -5.35 2.66 -3.51 0.48
H -5.85 1.18 1.43 0.31
H -5.33 0.07 0.16 0.46
H -3.55 -1.08 0.40 -0.08
H -3.97 -1.37 2.10 0.34
H 0.13 0.48 0.97 0.54
H -0.84 -0.19 -0.35 0.27
H -1.45 1.22 0.57 -0.06
H -2.50 -0.01 3.95 0.39
H -0.71 -0.02 3.95 0.35
H -1.62 1.26 3.08 0.29
C 4.95 -3.00 1.37 -0.92
C 3.69 -2.47 0.73 -0.32
O 2.58 -3.41 0.81 -0.31
S 1.80 -3.50 2.19 1.26
C 0.34 -4.26 1.58 -0.84
O 1.50 -2.17 2.64 -0.57
O 2.48 -4.39 3.08 -0.64
H 4.84 -3.10 2.45 0.29
H 5.76 -2.30 1.16 0.31
H 5.21 -3.97 0.96 0.29
H 3.37 -1.53 1.19 0.32
H 3.82 -2.31 -0.33 0.28
H -0.16 -3.58 0.90 0.16
H -0.29 -4.45 2.45 0.38
H 0.61 -5.20 1.10 0.36
C 9.56 2.03 0.44 -0.96
C 8.51 2.00 1.52 -0.34
O 7.19 2.37 1.03 -0.31
S 6.38 1.28 0.22 1.23
C 4.79 2.01 0.36 -0.99
O 6.42 0.04 0.95 -0.62
O 6.79 1.28 -1.15 -0.63
H 9.39 1.25 -0.30 0.29
H 10.54 1.87 0.89 0.39
H 9.56 2.99 -0.07 0.27
H 8.43 1.02 1.99 0.32
H 8.71 2.74 2.30 0.27
H 4.51 2.03 1.41 0.31
H 4.11 1.38 -0.21 0.38
H 4.83 3.01 -0.06 0.37
```

The SMILES is CO[C@@H](CCC(F)(F)C(F)(F)C(F)(F)C(F)(F)F)COCP(C)C.CCOS(C)(=O)=O.CCOS(C)(=O)=O. The HOMO-LUMO gap is 8.92 eV. The value obtained for the electronic energy is -3344.660256 Eh. As for the LUMO energy: 0.4 eV.



# 2
Density functional theory data (the ωB97M-V functional and the def2-TZVPD basis) for C18H34N5O3P2RbSSe4 as an isolated structure.

Geometry as XYZ:
```
68
Properties=species:S:1:pos:R:3:mulliken_charge:R:1
Rb -0.31 1.03 1.87 0.46
N 4.39 4.05 1.87 -0.47
C 3.07 3.67 1.65 0.40
S 2.17 3.19 3.01 -0.51
N 2.73 3.77 0.38 -1.19
N 1.47 3.33 0.10 0.85
C 0.94 3.86 -0.93 -1.03
C -0.41 3.49 -1.38 0.79
C -0.98 4.15 -2.47 -0.76
C -2.27 3.83 -2.84 -0.32
C -2.96 2.86 -2.13 -0.69
C -2.30 2.24 -1.08 -0.20
N -1.06 2.53 -0.71 0.38
H 4.56 4.38 2.81 0.23
H 4.78 4.61 1.13 0.24
H 1.47 4.63 -1.50 0.21
H -0.41 4.91 -2.99 0.34
H -2.74 4.34 -3.68 0.39
H -3.98 2.58 -2.37 0.41
H -2.80 1.47 -0.49 0.29
Se -0.72 -2.34 5.46 -0.68
Se -2.68 -1.13 5.90 -0.27
Se -2.81 0.71 4.40 -0.26
Se -4.51 0.44 2.78 -0.75
C -3.24 -2.99 2.84 -0.89
C -2.25 -2.20 2.13 -0.14
N -1.47 -1.60 1.55 0.44
H -2.74 -3.41 3.72 0.22
H -3.60 -3.78 2.18 0.31
H -4.05 -2.32 3.13 0.23
C 1.63 -2.93 2.43 -0.52
O 2.35 -2.27 1.37 -0.47
P 2.60 -0.68 1.61 1.08
O 3.85 -0.81 2.64 -0.54
C 4.33 0.40 3.23 -0.61
O 3.43 -0.36 0.24 -0.54
C 2.79 0.41 -0.77 -0.43
H 1.28 -3.88 2.03 0.26
H 0.77 -2.36 2.77 0.05
H 2.29 -3.11 3.28 0.32
H 5.00 0.11 4.03 0.23
H 3.52 1.01 3.62 0.22
H 4.88 0.99 2.49 0.27
H 3.34 1.34 -0.91 0.41
H 1.76 0.67 -0.50 -0.04
H 2.78 -0.16 -1.70 0.30
C 0.27 -3.91 -2.05 -1.58
C 0.35 -2.70 -1.13 -0.12
P -0.71 -1.24 -1.53 1.06
C -0.26 -0.98 -3.31 -0.98
C -0.83 0.31 -3.88 -0.99
C -2.36 -2.07 -1.67 -0.89
C -3.55 -1.13 -1.49 -0.93
H 0.89 -4.73 -1.67 0.45
H 0.63 -3.68 -3.06 0.28
H -0.75 -4.28 -2.15 0.28
H 1.38 -2.34 -1.04 0.32
H 0.07 -2.97 -0.11 -0.07
H -0.56 -1.84 -3.93 0.49
H 0.84 -0.95 -3.35 0.43
H -1.92 0.29 -3.90 0.29
H -0.48 0.50 -4.90 0.41
H -0.54 1.17 -3.26 0.06
H -2.37 -2.82 -0.87 0.40
H -2.43 -2.62 -2.61 0.49
H -3.54 -0.70 -0.48 0.09
H -4.49 -1.67 -1.60 0.40
H -3.54 -0.32 -2.21 0.11
```

The HOMO-LUMO gap is 4.35 eV. The charge is -2. The value obtained for the electronic energy is -11916.650140 Eh. As for the LUMO energy: 3.7 eV.



# 3
Density functional theory data (the ωB97M-V functional and the def2-TZVPD basis) for C18H35AlAs2NS2 as an isolated structure at a distorted geometry.

Geometry as XYZ:
```
59
Properties=species:S:1:pos:R:3:mulliken_charge:R:1
Al -1.64 0.00 -0.12 0.14
S -1.34 -2.21 -0.65 0.25
S -0.61 1.78 -1.19 0.21
C -0.23 -2.35 -2.10 -0.61
C -2.96 -2.40 -1.53 -0.90
C -3.28 -1.20 -2.39 -0.63
N -3.10 0.04 -1.56 -0.10
C -3.07 1.28 -2.43 -0.47
C -2.30 2.37 -1.73 -0.88
H -3.71 -2.56 -0.74 0.40
H -2.85 -3.31 -2.12 0.59
H -4.32 -1.25 -2.75 0.38
H -2.62 -1.14 -3.27 0.40
H -4.10 1.59 -2.65 0.36
H -2.60 1.02 -3.39 0.38
H -2.82 2.75 -0.84 0.29
H -2.09 3.21 -2.40 0.68
C 0.11 1.54 -2.85 -0.87
H -3.95 0.12 -0.98 0.50
H 0.18 0.47 -3.10 0.14
H 1.11 1.98 -2.83 0.33
H -0.51 2.07 -3.58 0.57
H 0.81 -2.45 -1.75 0.10
H -0.32 -1.49 -2.77 0.05
H -0.53 -3.27 -2.62 0.53
C -2.96 0.81 1.05 -1.10
C -1.62 0.94 1.57 -0.73
H -3.63 0.09 1.55 0.51
H -3.46 1.73 0.74 0.48
H -1.44 0.45 2.54 0.77
H -1.09 1.90 1.50 0.61
C -1.08 -2.02 2.76 -1.20
As 0.51 -1.13 1.83 0.07
C 1.65 -2.01 3.14 -1.34
C 1.49 0.66 2.08 0.29
C 1.51 1.40 3.26 -0.39
C 2.55 2.33 3.45 -0.73
C 3.53 2.51 2.47 -0.77
C 3.48 1.80 1.26 -0.57
C 2.43 0.91 1.06 0.18
As 2.27 -0.24 -0.57 0.62
C 3.62 -1.57 -0.08 -0.99
C 3.35 0.88 -1.75 -1.56
H -1.10 -1.63 3.79 0.47
H -0.88 -3.10 2.75 0.46
H -2.01 -1.81 2.24 0.35
H 2.69 -1.71 3.00 0.42
H 1.30 -1.73 4.15 0.44
H 1.54 -3.10 3.00 0.48
H 0.76 1.23 4.03 0.49
H 2.59 2.91 4.38 0.46
H 4.36 3.20 2.64 0.44
H 4.25 1.93 0.49 0.49
H 3.47 -1.90 0.95 0.25
H 3.47 -2.40 -0.78 0.43
H 4.61 -1.12 -0.23 0.41
H 4.39 0.56 -1.68 0.43
H 3.23 1.93 -1.47 0.53
H 2.96 0.71 -2.76 0.45
```

The HOMO-LUMO gap (spin up / spin down) is 4.44 / 3.19 eV. The charge is +3. The value obtained for the electronic energy is -6270.821705 Eh. As for the LUMO energy (spin up / spin down): -12.3 / -13.1 eV.



# 4
Density functional theory data (the ωB97M-V functional and the def2-TZVPD basis) for C18H35BN6PtSi2 as an isolated structure at a distorted geometry.

Geometry as XYZ:
```
63
Properties=species:S:1:pos:R:3:lowdin_spin:R:1
Pt 0.06 -0.51 0.34 1.26
C 1.70 -2.28 2.82 0.01
Si 1.58 -0.38 3.01 0.06
C 1.83 0.08 4.85 0.02
C 3.03 0.50 2.12 0.01
C -0.06 0.24 2.33 0.17
C -0.06 1.66 1.97 0.03
C -0.07 2.74 2.86 0.00
C -0.07 4.03 2.35 0.00
C -0.07 4.21 0.97 0.01
C -0.04 3.09 0.15 0.01
N -0.02 1.87 0.65 0.13
Si -1.73 -0.44 2.96 0.03
C -3.08 0.79 2.42 0.00
C -2.03 -2.17 2.21 0.03
C -1.75 -0.66 4.86 0.00
H 2.73 -2.59 2.70 0.00
H 1.15 -2.62 1.94 0.01
H 1.29 -2.79 3.68 0.00
H 2.83 -0.18 5.18 0.00
H 1.12 -0.44 5.48 0.00
H 1.70 1.15 5.02 0.00
H 3.91 -0.13 2.17 0.00
H 3.26 1.44 2.61 0.00
H 2.81 0.72 1.08 0.00
H -0.07 2.55 3.92 0.00
H -0.06 4.88 3.01 0.00
H -0.10 5.20 0.53 0.00
H -0.03 3.17 -0.93 0.00
H -3.10 0.88 1.33 0.00
H -2.91 1.78 2.83 0.00
H -4.06 0.45 2.74 0.00
H -1.52 -2.28 1.24 0.02
H -3.09 -2.33 2.03 0.00
H -1.68 -2.96 2.86 0.00
H -1.47 0.24 5.39 0.00
H -1.07 -1.45 5.16 0.00
H -2.75 -0.94 5.19 0.00
C 5.44 1.56 -1.74 0.00
C 6.10 0.27 -1.25 0.00
C 6.27 0.29 0.27 0.00
C 5.35 -0.99 -1.71 0.00
N 3.99 -1.10 -1.26 0.00
C 2.87 -0.48 -1.70 0.00
N 1.84 -1.02 -1.08 0.05
N 2.34 -1.95 -0.28 0.02
N 3.60 -2.02 -0.38 0.00
H 6.08 2.40 -1.50 0.00
H 4.48 1.72 -1.25 0.00
H 5.30 1.53 -2.81 0.00
H 7.09 0.20 -1.71 0.00
H 5.31 0.29 0.76 0.00
H 6.82 1.18 0.57 0.00
H 6.83 -0.59 0.60 0.00
H 5.86 -1.88 -1.32 0.00
H 5.35 -1.04 -2.80 0.00
H 2.83 0.31 -2.42 0.00
B -4.02 -0.44 -1.51 0.01
C -2.53 -0.66 -1.26 0.04
N -1.39 -0.86 -1.07 0.08
H -4.60 -1.10 -0.69 0.00
H -4.31 -0.79 -2.61 0.00
H -4.17 0.75 -1.38 0.00
```

As for the expectation value of S²: 2.0052. The HOMO-LUMO gap (spin up / spin down) is 8.04 / 7.35 eV. The spin multiplicity is 3. The value obtained for the electronic energy is -1758.495125 Eh. As for the LUMO energy (spin up / spin down): 0.1 / -1.1 eV.



# 5
Density functional theory data (the ωB97M-V functional and the def2-TZVPD basis) for C18H35BaF5NO8Te as an isolated structure at a distorted geometry.

Geometry as XYZ:
```
69
Properties=species:S:1:pos:R:3:mulliken_charge:R:1
Ba 0.73 0.66 -0.56 3.53
C 2.63 -1.78 2.39 -0.72
C 1.71 -0.74 3.05 -0.55
O 0.59 -0.36 2.26 -0.22
C -0.64 -0.99 2.59 -0.23
C -0.81 -2.37 1.96 -0.76
O -0.84 -2.26 0.54 0.05
C -0.10 -3.25 -0.15 -0.17
C -0.38 -3.11 -1.65 -0.96
O 0.15 -1.92 -2.18 -0.13
C 1.13 -1.99 -3.19 -0.70
C 2.52 -1.58 -2.67 -0.84
O 2.35 -0.40 -1.90 0.29
C 3.35 0.57 -2.05 -0.67
C 3.07 1.67 -1.04 -0.95
O 2.84 1.18 0.25 -0.27
C 3.99 0.83 1.01 -0.70
C 4.26 -0.69 0.99 -0.74
O 3.08 -1.47 1.09 -0.13
H 2.09 -2.73 2.27 0.26
H 3.49 -1.95 3.06 0.45
H 2.27 0.19 3.21 0.24
H 1.39 -1.13 4.02 0.50
H -1.40 -0.33 2.16 -0.36
H -0.75 -1.07 3.68 0.45
H -1.77 -2.80 2.30 0.41
H 0.00 -3.04 2.27 0.48
H -0.43 -4.25 0.18 0.46
H 0.97 -3.12 0.05 0.08
H -1.46 -3.07 -1.78 0.25
H 0.02 -4.00 -2.16 0.47
H 0.82 -1.27 -3.95 0.29
H 1.18 -2.99 -3.65 0.48
H 3.18 -1.41 -3.52 0.48
H 2.94 -2.37 -2.03 0.18
H 3.33 1.00 -3.06 0.67
H 4.34 0.14 -1.88 0.51
H 2.14 2.16 -1.32 0.20
H 3.86 2.42 -1.06 0.73
H 3.80 1.16 2.03 0.34
H 4.88 1.36 0.64 0.46
H 4.96 -0.94 1.80 0.47
H 4.70 -0.98 0.04 0.28
F 0.19 4.13 -3.55 -0.35
Te 0.79 3.19 -2.04 1.47
F 0.68 2.72 -0.03 -0.71
F 2.42 3.24 -3.12 -0.45
F -0.86 3.96 -1.39 -0.48
F 1.70 4.61 -1.21 -0.35
O 0.33 1.57 -2.44 -1.02
O -1.45 0.77 -0.09 -1.14
C -2.68 0.93 -0.17 -0.18
C -3.64 -0.23 0.00 -0.40
C -4.60 -0.07 1.20 -0.78
C -4.56 1.31 1.86 -0.57
C -5.17 2.41 0.99 -0.64
C -4.62 2.41 -0.44 -0.84
N -3.20 2.12 -0.44 0.10
H -3.02 -1.12 0.11 -0.22
H -4.21 -0.32 -0.93 0.64
H -4.34 -0.81 1.96 0.39
H -5.62 -0.28 0.88 0.44
H -3.53 1.56 2.10 0.17
H -5.12 1.27 2.80 0.46
H -4.97 3.38 1.46 0.35
H -6.26 2.29 0.94 0.35
H -4.77 3.39 -0.90 0.46
H -5.14 1.66 -1.05 0.25
H -2.55 2.89 -0.55 0.19
```

The HOMO-LUMO gap is 8.21 eV. The charge is +1. The value obtained for the electronic energy is -2156.036296 Eh. As for the LUMO energy: -4.4 eV.



# 6
Density functional theory data (the ωB97M-V functional and the def2-TZVPD basis) for C18H35F6N4OTa as an isolated structure at a distorted geometry.

Geometry as XYZ:
```
65
Properties=species:S:1:pos:R:3:mulliken_charge:R:1
Ta 0.03 0.15 0.14 -0.24
N 0.00 -1.85 0.33 0.92
N -1.91 0.46 -0.12 1.20
N 2.11 0.50 -0.52 0.10
N 0.49 1.96 -0.95 0.22
H -2.11 -2.09 0.12 0.14
C -1.21 -2.68 0.33 -1.17
H -1.31 -3.16 1.31 0.34
H -1.12 -3.46 -0.44 0.36
H 1.38 -3.42 0.11 0.35
C 1.11 -2.64 0.84 -1.07
H 0.81 -3.13 1.78 0.34
H 2.00 -2.03 1.03 0.00
C -2.70 0.67 -1.33 -1.27
H -3.09 1.70 -1.34 0.36
H -2.13 0.50 -2.24 0.06
H -3.56 -0.03 -1.32 0.35
H -3.14 1.64 1.13 0.29
C -2.77 0.60 1.05 -1.04
H -3.64 -0.07 0.96 0.40
H -2.26 0.36 1.98 -0.06
C 3.41 -0.16 -0.70 0.62
H 3.18 -1.20 -1.01 0.13
C 4.14 -0.20 0.63 -1.24
H 3.54 -0.61 1.44 0.03
H 5.05 -0.79 0.54 0.41
H 4.42 0.82 0.93 0.37
C 4.28 0.51 -1.74 -1.82
H 5.21 -0.06 -1.81 0.46
H 3.80 0.51 -2.72 0.34
H 4.53 1.53 -1.44 0.38
H 0.15 4.76 -2.84 0.44
C 0.73 3.93 -2.43 -1.70
H 1.54 4.35 -1.81 0.35
H 1.14 3.35 -3.26 0.33
C -0.20 3.08 -1.58 0.98
H -0.97 2.64 -2.24 -0.09
C -0.88 3.87 -0.49 -1.37
H -1.56 3.26 0.12 0.12
H -0.13 4.32 0.17 0.35
H -1.47 4.69 -0.94 0.43
H 2.43 2.14 -1.86 0.33
C 1.76 1.60 -1.18 0.04
C -0.01 -0.95 -2.28 -1.10
H 0.83 -1.61 -2.03 0.31
H -0.97 -1.42 -2.10 0.59
C 0.16 0.00 -3.33 0.04
H -0.71 0.58 -3.64 0.31
C 1.34 0.17 -3.98 -1.20
H 2.18 -0.51 -3.79 0.38
H 1.45 0.91 -4.76 0.31
C 0.11 2.08 3.94 -1.99
C 0.36 0.72 3.37 0.90
O 0.19 0.62 1.95 0.06
C 1.84 0.37 3.65 0.63
F 2.23 0.49 4.94 -0.27
F 2.15 -0.89 3.24 -0.25
F 2.62 1.22 2.90 -0.24
C -0.56 -0.34 4.06 0.49
F -0.16 -0.68 5.31 -0.29
F -1.84 0.14 4.17 -0.28
F -0.63 -1.49 3.33 -0.13
H 0.82 2.78 3.49 0.44
H 0.27 2.01 5.02 0.45
H -0.91 2.40 3.71 0.35
```

The HOMO-LUMO gap is 6.80 eV. The value obtained for the electronic energy is -1657.378176 Eh. As for the LUMO energy: 0.5 eV.



# 7
Density functional theory data (the ωB97M-V functional and the def2-TZVPD basis) for a 2-piece molecular cluster, C18H35FIO7P overall at a distorted geometry.

Geometry as XYZ:
```
63
Properties=species:S:1:pos:R:3:mulliken_charge:R:1
C 8.95 -1.74 -1.64 -1.01
C 7.71 -1.05 -0.87 -0.37
C 6.41 -0.93 -1.84 -0.52
C 5.68 0.46 -1.44 -0.59
C 4.44 0.79 -2.42 -0.62
C 3.12 1.31 -1.63 -0.56
C 1.86 0.87 -2.56 -0.79
C 0.43 1.08 -1.84 -0.36
C -0.30 -0.34 -1.56 -1.31
C -1.93 -0.22 -1.61 1.32
P -2.28 -0.55 -3.43 0.80
O -2.28 -2.05 -3.78 -0.70
O -3.77 0.20 -3.89 -0.54
O -1.11 0.16 -4.48 -0.52
O -2.18 1.13 -1.07 -0.43
C -2.13 1.09 0.35 0.53
O -2.07 1.99 1.20 -0.57
O -2.20 -0.30 0.68 -0.21
C -2.66 -1.10 -0.47 -0.39
I -1.72 -3.03 0.02 0.12
C -4.26 -0.99 -0.30 -0.47
C -5.11 -1.84 -1.35 -0.11
F -4.74 -3.22 -1.44 -0.30
H 8.88 -2.89 -1.67 0.26
H 9.89 -1.52 -0.99 0.29
H 9.12 -1.33 -2.70 0.30
H 7.97 0.00 -0.50 0.34
H 7.43 -1.74 0.00 0.23
H 5.70 -1.81 -1.63 0.24
H 6.74 -0.89 -2.95 0.27
H 6.44 1.32 -1.54 0.30
H 5.35 0.42 -0.34 0.27
H 4.19 -0.12 -3.07 0.37
H 4.76 1.66 -3.11 0.27
H 3.04 0.85 -0.58 0.36
H 3.19 2.45 -1.53 0.23
H 1.95 1.50 -3.52 0.22
H 2.05 -0.21 -2.89 0.34
H 0.58 1.67 -0.85 0.41
H -0.17 1.77 -2.52 0.30
H 0.07 -0.67 -0.51 0.32
H 0.08 -1.06 -2.38 0.58
H -4.39 -0.49 -4.21 0.36
H -1.17 1.13 -4.32 0.35
H -4.48 -1.24 0.80 0.31
H -4.56 0.12 -0.43 0.29
H -6.20 -1.82 -0.97 0.33
H -5.14 -1.42 -2.40 0.01
C -2.92 1.23 3.94 -0.87
C -4.29 0.60 4.08 -0.05
O -4.38 -0.36 5.13 -0.45
C -4.11 0.11 6.44 -0.31
C -5.05 1.22 6.89 -1.02
H -2.16 0.46 3.78 0.22
H -2.90 1.92 3.10 0.27
H -2.63 1.78 4.84 0.39
H -4.52 0.06 3.15 -0.01
H -5.07 1.36 4.20 0.29
H -3.06 0.43 6.52 0.30
H -4.23 -0.74 7.11 0.34
H -4.97 2.11 6.25 0.27
H -4.82 1.52 7.91 0.39
H -6.09 0.88 6.84 0.28
```

The SMILES is CCCCCCCCC[C@]1(P(=O)(O)O)OC(=O)O[C@@]1(I)CCF.CCOCC. The HOMO-LUMO gap is 9.31 eV. The value obtained for the electronic energy is -1972.361599 Eh. As for the LUMO energy: -0.2 eV.